--- P ---
14
Properties=species:S:1:pos:R:3 method="wB97M-V/def2-TZVPD" smiles="C=N.CCS"
C 2.588 0.290 1.397
N 2.054 -0.381 0.487
H 2.475 1.373 1.495
H 3.227 -0.197 2.146
H 2.045 -1.394 0.460
C -2.350 -0.051 -0.206
C -1.153 -0.202 -1.134
S -0.084 1.286 -1.149
H -2.971 0.763 -0.551
H -2.041 0.179 0.819
H -2.926 -0.979 -0.152
H -1.494 -0.329 -2.165
H -0.535 -1.063 -0.883
H 1.165 0.704 -0.563



--- Q ---
14
Properties=species:S:1:pos:R:3 method="wB97M-V/def2-TZVPD" smiles="C=N.CCS"
C 2.274 0.891 -1.097
N 1.544 1.951 -1.154
H 2.754 0.690 -0.130
H 2.573 0.375 -2.002
H 1.700 2.570 -0.301
C -1.381 -0.352 1.350
C -1.179 -1.426 0.288
S -0.340 -0.682 -1.241
H -0.511 0.203 1.537
H -2.290 0.294 1.050
H -1.782 -0.817 2.244
H -0.522 -2.270 0.589
H -2.117 -2.005 -0.143
H -0.723 0.578 -0.989



How far above the most stable structure does each one sit? In eV: P 0.000; Q 0.408.



--- P ---
14
Properties=species:S:1:pos:R:3 method="wB97M-V/def2-TZVPD" smiles=CSCCN
C -1.782 0.539 1.422
S -0.311 0.955 0.577
C -0.138 -0.166 -0.866
C 1.352 -0.092 -1.291
N 2.141 -0.414 -0.128
H -2.718 0.554 0.723
H -1.655 -0.492 1.843
H -2.018 1.101 2.317
H -0.458 -1.176 -0.297
H -0.784 0.069 -1.688
H 1.455 -0.787 -2.158
H 1.420 1.037 -1.439
H 1.890 -1.394 0.235
H 1.606 0.265 0.750



--- Q ---
14
Properties=species:S:1:pos:R:3 method="wB97M-V/def2-TZVPD" smiles=NCCCS
N -1.736 1.442 1.512
C -0.767 0.473 1.031
C -0.416 0.808 -0.442
C 0.453 0.039 -1.341
S 1.318 -1.370 -0.400
H -1.193 2.347 1.356
H -2.048 1.197 2.446
H 0.105 0.130 1.443
H -1.203 -0.543 1.085
H -1.359 1.089 -1.063
H -0.092 1.852 -0.382
H 1.209 0.625 -1.952
H -0.213 -0.550 -2.046
H 0.244 -2.233 -0.560



How far above the most stable structure does each one sit? In eV: P 0.388; Q 0.000.



--- P ---
14
Properties=species:S:1:pos:R:3 method="wB97M-V/def2-TZVPD" smiles="C/C=C/N.O"
C 1.366 -1.927 -0.002
C 1.034 -0.510 -0.348
C -0.196 -0.169 -0.624
N -0.805 1.184 -0.866
H 1.314 -2.113 1.077
H 2.390 -2.156 -0.280
H 0.668 -2.610 -0.461
H 1.739 0.323 -0.327
H -1.032 -0.855 -0.628
H -0.329 1.703 -1.601
H -0.100 1.221 -0.105
O -1.808 1.765 1.617
H -1.745 1.772 0.644
H -2.496 2.372 1.905



--- Q ---
14
Properties=species:S:1:pos:R:3 method="wB97M-V/def2-TZVPD" smiles="C=O.CNC"
C -3.662 0.406 0.086
O -4.548 0.505 0.879
H -3.050 1.277 -0.231
H -3.281 -0.558 -0.295
C 1.940 -1.211 -0.886
N 2.877 -0.575 0.041
C 2.705 0.868 0.137
H 0.904 -0.945 -0.621
H 2.064 -0.910 -1.944
H 2.014 -2.297 -0.761
H 3.823 -0.782 -0.260
H 2.769 1.382 -0.847
H 3.501 1.290 0.730
H 1.750 1.099 0.600



--- R ---
14
Properties=species:S:1:pos:R:3 method="wB97M-V/def2-TZVPD" smiles="C/C=C/N.O"
C -0.094 -1.615 -0.049
C -0.577 -0.194 -0.061
C -0.223 0.732 -0.947
N -0.764 1.977 -1.114
H 0.532 -1.868 -0.912
H 0.454 -1.965 0.828
H -0.976 -2.244 -0.095
H -1.346 0.030 0.674
H 0.621 0.548 -1.600
H -0.573 2.477 -1.958
H -1.600 2.239 -0.614
O 1.814 0.115 2.145
H 1.229 0.561 1.521
H 1.504 -0.793 2.183



How far above the most stable structure does each one sit? In eV: P 1.590; Q 0.883; R 0.000.



--- P ---
10
Properties=species:S:1:pos:R:3 method="wB97M-V/def2-TZVPD"
O 1.392 -1.141 -0.243
C 1.579 0.115 0.372
C 0.588 1.157 -0.085
N -0.661 1.006 -0.230
S -1.563 -0.371 0.092
H 1.156 -1.020 -1.198
H 2.580 0.497 0.144
H 1.472 0.012 1.483
H 0.907 2.190 -0.322
H -0.620 -1.297 0.253



--- Q ---
10
Properties=species:S:1:pos:R:3 method="wB97M-V/def2-TZVPD" smiles="[S-][N+]1=CC1.O"
S -0.235 -1.022 -1.314
N 0.239 0.352 -0.774
C 0.625 1.032 0.208
C 0.397 1.830 -1.017
H 1.011 0.933 1.252
H -0.502 2.398 -1.039
H 1.165 2.015 -1.660
O -0.484 -2.447 1.453
H -1.207 -2.023 0.961
H -1.008 -3.068 1.931



How far above the most stable structure does each one sit? In eV: P 0.000; Q 2.313.



--- P ---
15
Properties=species:S:1:pos:R:3 method="wB97M-V/def2-TZVPD" total_charge=+1
O 1.543 1.349 0.042
H 1.243 2.147 0.449
H 1.377 1.490 -0.906
H -2.035 4.200 -5.105
C 1.208 -0.712 1.104
C 0.145 -1.476 0.581
C -1.036 -1.875 1.396
H -1.847 4.880 -4.941
H 2.135 -0.623 0.570
H 1.273 -0.364 2.132
H 0.465 -2.245 -0.142
H -0.243 -0.833 -0.255
H -1.875 -2.351 0.896
H -0.824 -2.530 2.247
H -1.530 -1.057 1.935



--- Q ---
15
Properties=species:S:1:pos:R:3 method="wB97M-V/def2-TZVPD" total_charge=+1
O -2.273 0.257 -0.183
H -2.903 0.059 -0.914
H -2.773 0.515 0.619
H -1.379 -0.203 -0.182
C 0.385 -0.769 1.050
C 1.396 0.098 0.302
C 0.951 0.577 -1.090
H -0.074 -1.495 0.341
H 0.722 -1.468 1.810
H -0.438 -0.192 1.488
H 1.649 1.019 0.826
H 2.316 -0.482 0.243
H 1.749 1.123 -1.570
H 0.052 1.185 -0.977
H 0.620 -0.223 -1.764



--- R ---
15
Properties=species:S:1:pos:R:3 method="wB97M-V/def2-TZVPD" total_charge=+1
O 2.629 1.849 0.344
H 2.189 0.976 0.051
H 3.254 1.834 1.008
H 2.784 2.661 -0.166
C 0.125 0.074 -0.046
C -1.414 -0.132 -0.301
C -1.735 -1.705 -0.102
H 0.165 0.036 1.018
H 0.456 0.945 -0.643
H 0.696 -0.827 -0.271
H -1.771 0.133 -1.326
H -1.988 0.521 0.435
H -2.857 -1.965 0.135
H -1.307 -2.309 -0.908
H -1.225 -2.090 0.773



How far above the most stable structure does each one sit? In eV: P 1.624; Q 0.000; R 0.787.



--- P ---
14
Properties=species:S:1:pos:R:3 method="wB97M-V/def2-TZVPD" smiles="C=C1CC=CS1.[H][H]"
C -1.385 -1.192 0.208
C -0.261 -0.545 0.239
C 0.944 -1.412 0.576
C 2.116 -0.521 0.172
C 1.894 0.762 0.026
S 0.131 1.156 0.035
H -1.435 -2.229 0.244
H -2.225 -0.592 -0.119
H 1.070 -1.691 1.747
H 0.849 -2.357 -0.005
H 3.096 -0.826 -0.061
H 2.617 1.531 -0.195
H 0.682 1.978 3.380
H 0.076 1.879 2.910



--- Q ---
Formula: C5H8S
Source: OMol25
Level of theory: wB97M-V/def2-TZVPD

Geometry as XYZ:
```
14
C5H8S wB97M-V/def2-TZVPD
C 0.165 -1.131 0.999
C -0.358 -0.110 -1.343
C 1.201 -0.455 0.519
C 1.135 -0.050 -0.906
C -1.365 1.538 0.173
S -1.187 -1.226 -0.144
H 0.074 -1.531 1.926
H -0.653 1.423 0.970
H 1.993 -0.206 1.201
H 1.578 -0.860 -1.550
H 1.586 0.959 -1.111
H -1.406 2.416 -0.565
H -2.356 1.420 0.519
H -0.407 -2.188 -0.687
```



How far above the most stable structure does each one sit? In eV: P 0.000; Q 4.675.



--- P ---
Formula: C5H8S
Source: OMol25
Level of theory: wB97M-V/def2-TZVPD

Geometry as XYZ:
```
14
C5H8S wB97M-V/def2-TZVPD
C 0.536 -0.167 0.541
C 0.903 0.411 -0.621
C -0.734 0.490 0.960
C 1.969 0.488 -1.612
C -2.108 -0.191 0.638
S -0.568 1.579 -0.616
H 0.963 -0.965 1.236
H -0.639 1.055 1.879
H 1.652 0.739 -2.647
H 2.407 -0.494 -1.583
H 2.810 1.334 -1.421
H -2.645 -0.378 1.629
H -2.035 -1.099 -0.032
H -2.666 0.581 0.147
```



--- Q ---
14
Properties=species:S:1:pos:R:3 method="wB97M-V/def2-TZVPD" smiles="C=CC(=C)SC"
C 0.877 1.843 1.921
C 0.619 1.716 0.616
C 0.148 0.449 -0.175
C -0.006 0.497 -1.448
S -0.162 -0.896 0.985
C -1.013 -2.163 -0.002
H 1.319 2.658 2.505
H 0.941 0.979 2.505
H 0.841 2.414 -0.156
H -0.356 -0.155 -2.139
H 0.223 1.421 -1.937
H -0.890 -2.894 0.763
H -0.311 -2.315 -0.854
H -2.088 -2.249 -0.237



How far above the most stable structure does each one sit? In eV: P 0.000; Q 0.278.



--- P ---
14
Properties=species:S:1:pos:R:3 method="wB97M-V/def2-TZVPD" smiles=C#CCSCC
C 2.807 0.881 -0.375
C 2.121 -0.058 -0.110
C 1.376 -1.268 0.219
S -0.299 -1.317 -0.485
C -0.958 0.145 0.323
C -2.308 0.548 -0.298
H 3.395 1.654 -0.735
H 1.295 -1.377 1.295
H 1.828 -2.165 -0.229
H -0.251 0.978 0.181
H -1.107 0.032 1.433
H -2.126 0.648 -1.360
H -3.101 -0.191 0.032
H -2.672 1.490 0.110



--- Q ---
Formula: C5H8S
Source: OMol25
Level of theory: wB97M-V/def2-TZVPD

Geometry as XYZ:
```
14
C5H8S wB97M-V/def2-TZVPD
C -0.003 1.465 0.032
C -0.618 0.295 -0.001
C 0.386 -0.796 0.271
C 1.621 0.051 0.616
C -2.070 0.023 -0.297
S 3.107 -0.065 -0.265
H -0.229 2.504 -0.049
H 0.114 -1.460 1.098
H 0.561 -1.412 -0.615
H 1.798 0.290 1.648
H -2.423 -0.817 0.301
H -2.205 -0.221 -1.352
H -2.674 0.899 -0.081
H 2.637 -0.755 -1.305
```



How far above the most stable structure does each one sit? In eV: P 0.000; Q 1.642.



--- P ---
21
Properties=species:S:1:pos:R:3 method="wB97M-V/def2-TZVPD" total_charge=+1
C 0.150 1.014 1.951
C -0.135 1.651 0.638
C 0.239 1.187 -0.688
N -0.106 1.993 -1.828
O -0.362 -0.132 -1.063
N -0.347 -0.341 2.371
H 1.229 1.027 2.263
H -0.285 1.674 2.671
H 1.301 0.948 -0.708
H -0.997 2.329 0.583
H -1.114 2.181 -1.739
H 0.300 2.925 -1.855
H -1.207 -0.345 2.918
H -1.272 -0.168 -0.728
H -0.465 -1.047 1.636
H 0.766 -2.588 -3.062
H 0.655 -1.280 -2.136
O 1.028 -2.165 -2.237
H 0.127 -2.801 -0.430
H 0.631 -3.218 0.944
O -0.136 -2.844 0.498



--- Q ---
21
Properties=species:S:1:pos:R:3 method="wB97M-V/def2-TZVPD" total_charge=+1
C 0.092 0.348 2.184
C 1.074 -0.440 1.375
C 0.692 -1.124 0.124
N 1.684 -2.010 -0.424
O 0.336 -0.051 -0.774
N -0.170 1.661 1.685
H -0.934 -0.202 2.093
H 0.332 0.387 3.201
H -0.264 -1.655 0.302
H 2.107 -0.453 1.789
H 2.574 -1.527 -0.692
H 1.946 -2.757 0.180
H 0.351 2.516 1.870
H 1.113 0.469 -0.496
H -0.357 1.590 0.688
H -1.960 -1.221 -3.416
H -0.679 -0.621 -2.723
O -1.683 -0.553 -2.822
H -1.579 1.287 -1.610
H -2.778 2.268 -1.425
O -1.896 2.088 -1.110



--- R ---
21
Properties=species:S:1:pos:R:3 method="wB97M-V/def2-TZVPD" total_charge=+1
O -0.198 -0.898 -1.490
C -0.013 0.256 -1.810
N 0.245 0.712 -3.036
C -0.163 1.330 -0.726
N -0.419 0.655 0.568
C -0.151 1.514 1.756
H 0.273 0.096 -3.829
H 0.380 1.697 -3.177
H 0.613 2.080 -0.585
H -1.027 1.907 -1.024
H 0.102 -0.222 0.645
H -1.402 0.403 0.637
H -0.898 1.273 2.498
H -0.350 2.554 1.514
H 0.859 1.379 2.127
H -1.496 -1.882 0.218
H -0.589 -2.606 1.221
O -1.290 -1.939 1.165
H 2.333 -2.690 0.518
H 1.613 -3.170 1.731
O 1.581 -2.449 1.079



How far above the most stable structure does each one sit? In eV: P 5.176; Q 4.993; R 0.000.



--- P ---
12
Properties=species:S:1:pos:R:3 method="wB97M-V/def2-TZVPD"
C 0.288 1.964 -0.599
C -0.948 1.394 -0.588
N -1.470 0.418 0.238
C -0.593 -0.164 1.215
N 0.423 -0.850 0.992
S 1.076 -1.445 -0.514
H 0.900 1.353 0.192
H 0.626 2.720 -1.301
H -1.750 1.906 -1.232
H -2.199 0.924 0.803
H -0.625 0.362 2.346
H 0.675 -0.288 -1.362



--- Q ---
12
Properties=species:S:1:pos:R:3 method="wB97M-V/def2-TZVPD" smiles="C=CN(N)C=S"
C -1.348 -1.362 -0.016
C -0.096 -0.999 -0.162
N 0.315 0.330 -0.236
N -0.737 1.311 -0.146
C 1.587 0.625 0.029
S 2.793 -0.465 -0.085
H -1.630 -2.363 0.095
H -2.155 -0.684 0.289
H 0.663 -1.789 -0.220
H -0.553 1.979 -0.883
H -0.641 1.733 0.855
H 1.804 1.682 0.479



How far above the most stable structure does each one sit? In eV: P 0.772; Q 0.000.



--- P ---
12
Properties=species:S:1:pos:R:3 method="wB97M-V/def2-TZVPD"
N -2.224 0.089 0.293
N -1.228 -0.492 1.174
C -0.106 -0.086 1.016
C 0.469 0.495 -0.167
C 1.748 -0.185 -0.747
S 2.143 1.281 0.119
H -2.038 0.431 -0.791
H -3.021 -0.624 0.479
H 0.770 -0.709 1.510
H -0.192 1.087 -0.766
H 1.692 -0.214 -1.931
H 1.987 -1.073 -0.190



--- Q ---
12
Properties=species:S:1:pos:R:3 method="wB97M-V/def2-TZVPD" smiles="C=CC(=S)NN"
C 1.078 1.647 -0.271
C 0.291 0.759 0.372
C 0.507 -0.726 0.183
S 2.044 -1.417 0.035
N -0.529 -1.454 -0.166
N -1.785 -0.905 -0.136
H 1.735 1.365 -1.090
H 1.108 2.647 -0.011
H -0.444 1.116 1.157
H -0.363 -2.452 -0.253
H -1.705 -0.043 -0.697
H -1.938 -0.537 0.877



How far above the most stable structure does each one sit? In eV: P 1.421; Q 0.000.



--- P ---
12
Properties=species:S:1:pos:R:3 method="wB97M-V/def2-TZVPD"
H -1.243 1.955 0.723
N -0.234 2.278 0.469
C 0.646 1.506 -0.048
N 0.454 0.182 -0.457
S 1.844 -0.591 -0.857
C -0.824 -0.404 -0.233
C -0.902 -1.717 0.163
H 1.510 2.031 -0.393
H 2.258 -0.980 0.391
H -1.585 0.351 -0.423
H -1.834 -2.263 0.232
H -0.091 -2.346 0.433



--- Q ---
12
Properties=species:S:1:pos:R:3 method="wB97M-V/def2-TZVPD"
N -1.367 -0.756 0.705
C -0.148 -1.006 0.072
C 1.037 -0.378 -0.216
C 1.266 1.049 0.172
N 0.530 2.123 -0.078
S -0.538 1.864 -1.528
H -1.566 0.288 1.025
H -1.894 -1.365 1.367
H -0.202 -2.105 -0.287
H 1.719 -1.276 -0.692
H 1.849 1.136 1.035
H -0.685 0.426 -1.577



--- R ---
Formula: C3H6N2S
Source: OMol25
Level of theory: wB97M-V/def2-TZVPD

Geometry as XYZ:
```
12
C3H6N2S wB97M-V/def2-TZVPD
C -1.619 -0.833 -0.267
C -0.394 -1.321 -0.913
C 0.998 -1.114 -0.451
H -0.865 -0.282 1.749
H -2.814 1.021 1.343
H -2.741 -0.945 -0.727
H -0.647 -2.068 -1.842
H 1.633 -2.044 -0.761
H -0.066 1.307 -0.779
N -1.583 -0.122 0.941
N 1.557 -0.002 -0.159
S 0.736 1.468 0.333
```



--- S ---
12
Properties=species:S:1:pos:R:3 method="wB97M-V/def2-TZVPD" smiles="C#[N+][S-].[H]/N=C/C"
C 1.350 -1.476 -0.457
N 2.186 -0.724 -0.104
S 2.919 0.564 0.195
H 1.089 -2.488 -0.691
H 0.771 2.095 0.083
N 0.001 1.597 -0.325
C -0.473 0.637 0.378
C -1.736 -0.038 -0.056
H -0.207 0.324 1.492
H -1.522 -1.079 -0.051
H -1.857 0.284 -1.075
H -2.521 0.304 0.610



How far above the most stable structure does each one sit? In eV: P 0.000; Q 1.125; R 4.834; S 1.190.